1.
Here is a structure of composition C42H39ClHoN4O4S4 from the Open Molecules 2025 dataset. Energies are from wB97M-V/def2-TZVPD.

Geometry as XYZ:
```
95
Properties=species:S:1:pos:R:3
Ho -0.14061 -0.14788 1.21924
O -1.78258 -0.62849 2.70025
S -1.82716 -2.14534 3.01144
C -3.56795 -2.57228 2.86663
C -3.88342 -2.90676 1.40369
C -3.02366 -4.05998 0.85131
C -2.67492 -3.97334 -0.63494
S -2.02290 -2.33844 -1.01126
O -1.01758 -2.05629 0.09929
C -1.04039 -2.64574 -2.45001
C -1.62433 -2.45368 -3.69377
C -0.84138 -2.61969 -4.82782
C 0.50328 -2.93908 -4.69985
C 1.07632 -3.10378 -3.44371
C 0.30286 -2.96361 -2.30265
C -1.60652 -2.25769 4.76030
C -1.31990 -3.50629 5.29340
C -1.15570 -3.61862 6.66477
C -1.26007 -2.49071 7.47077
C -1.52479 -1.24729 6.91480
C -1.70165 -1.12103 5.54333
H -4.13916 -1.72029 3.23845
H -3.71904 -3.42472 3.53255
H -3.73988 -1.99230 0.82000
H -4.94469 -3.14321 1.31489
H -3.51539 -5.01756 1.03101
H -2.07228 -4.09873 1.38179
H -3.54775 -4.05938 -1.28926
H -1.93805 -4.72244 -0.92155
H -2.66409 -2.15776 -3.77748
H -1.27621 -2.47644 -5.80803
H 1.11406 -3.04841 -5.58643
H 2.13104 -3.32846 -3.34998
H 0.73369 -3.06017 -1.31527
H -1.20420 -4.37189 4.65119
H -0.92880 -4.58139 7.10256
H -1.12152 -2.58217 8.53982
H -1.59089 -0.37195 7.54712
H -1.89675 -0.16072 5.08596
C 6.11073 -3.02474 -2.76137
C 5.09733 -2.07367 -2.18497
C 4.20370 -2.48627 -1.19591
C 3.26471 -1.61664 -0.66949
C 3.22398 -0.30839 -1.13886
C 4.11210 0.13541 -2.10932
C 5.04050 -0.75496 -2.62653
S 2.01472 0.81188 -0.54379
O 1.98657 0.65861 0.93227
O 2.32445 2.10630 -1.06906
N 0.57479 0.26245 -0.89094
C -0.13267 0.60224 -2.04688
C 0.39557 0.82451 -3.28895
C -0.44559 1.12225 -4.38652
C -1.79912 1.20102 -4.24321
C -2.37488 1.01476 -2.96174
C -3.76457 1.11598 -2.72168
C -4.25259 0.97025 -1.45598
C -3.33955 0.72598 -0.41244
N -2.04741 0.60940 -0.59175
C -1.54314 0.73775 -1.86104
H 6.07796 -3.99246 -2.26365
H 7.12171 -2.62812 -2.66198
H 5.92910 -3.18393 -3.82568
H 4.25723 -3.50153 -0.81999
H 2.60537 -1.94343 0.12694
H 4.07526 1.16356 -2.44235
H 5.74079 -0.41399 -3.37996
H 1.46503 0.75470 -3.44043
H 0.00357 1.28270 -5.35803
H -2.44004 1.42066 -5.08759
H -4.43015 1.31924 -3.55261
H -5.30863 1.05123 -1.23952
H -3.69706 0.62010 0.60912
Cl 1.16194 -1.80897 2.57199
S 0.16529 6.80158 2.09714
C -0.03607 5.03169 2.03625
C 0.91892 4.18785 2.58548
C 0.74131 2.82391 2.48479
N -0.32675 2.26648 1.89789
C -1.26144 3.08468 1.40167
C -1.15608 4.46244 1.44674
C 1.46749 6.92206 0.88333
C 1.16903 6.95453 -0.47025
C 2.21669 7.04463 -1.37415
N 3.49850 7.10973 -1.01731
C 3.76794 7.09067 0.28625
C 2.79587 7.00022 1.27289
H 1.80102 4.58327 3.06896
H 1.48753 2.14412 2.87457
H -2.11950 2.61923 0.94068
H -1.93063 5.08201 1.01662
H 0.14406 6.91237 -0.81380
H 2.01341 7.06917 -2.43859
H 4.81471 7.15190 0.56091
H 3.06995 6.99757 2.31931
```

- 2S+1 = 5
- HOMO-LUMO gap (alpha / beta) (eV) = 8.04 / 8.04
- energy above the lowest of the compared OMol25 structures with the same formula, charge and spin (kJ/mol) = 0.0
- LUMO (alpha / beta) (eV) = -2.5 / -2.5
- total charge = +1
- E (eV) = -139999.1551

Results of the Löwdin charge analysis, in e, for atoms 1 through 4: Ho 1.231; O -0.656; S 0.922; C -0.289

2.
Here is a structure of composition C42H39ClN4O7S3Ta in a non-equilibrium geometry from the Open Molecules 2025 dataset. Energies are from wB97M-V/def2-TZVPD.

Geometry as XYZ:
```
97
Properties=species:S:1:pos:R:3
Ta 0.54428 0.27189 -0.20846
O 2.07233 -3.95863 -0.99225
S 1.12839 -3.00518 -1.49388
O 1.14604 -2.70120 -2.89806
N 1.39038 -1.52856 -0.68445
C 2.78020 -1.36392 -0.64006
C 3.66517 -1.88545 -1.56765
C 5.04714 -1.71797 -1.43397
C 5.58108 -1.03857 -0.37569
C 4.72281 -0.40456 0.54355
C 5.19314 0.44066 1.56384
C 4.29178 1.09194 2.36974
C 2.92762 0.93735 2.11382
N 2.44886 0.15385 1.16787
C 3.31218 -0.55160 0.39947
C -0.46301 -3.78779 -1.16156
C -1.50510 -3.33669 -0.37738
C -2.63794 -4.12821 -0.23855
C -2.71214 -5.36015 -0.86490
C -1.66306 -5.80184 -1.65639
C -0.53699 -5.01248 -1.80511
H 3.29880 -2.42095 -2.42704
H 5.68709 -2.12911 -2.19942
H 6.64834 -0.94083 -0.25465
H 6.25748 0.58622 1.67839
H 4.61408 1.74570 3.16337
H 2.20657 1.48673 2.70036
H -1.43067 -2.38215 0.11393
H -3.46798 -3.78439 0.36242
H -3.59059 -5.97302 -0.74149
H -1.72282 -6.75607 -2.15386
H 0.30157 -5.33344 -2.40150
C -1.43345 -1.18510 -3.25167
C -1.96373 0.20387 -3.11190
C -2.42223 0.88235 -4.23210
C -3.00433 2.12943 -4.11857
C -3.15946 2.69581 -2.86790
C -2.70789 2.05367 -1.72174
C -2.97241 2.70501 -0.39352
C -2.06271 0.81277 -1.85376
N -1.50223 0.17597 -0.70528
C -2.37640 -0.25417 0.24187
C -3.84228 -0.42153 -0.02458
C -1.80563 -0.59752 1.46426
C -2.64662 -1.14817 2.57818
N -0.45583 -0.45222 1.54649
C 0.13292 -0.75294 2.82086
C 0.69206 -2.01075 3.08673
C 0.66839 -3.10714 2.06981
C 1.26340 -2.24801 4.33097
C 1.28290 -1.27778 5.31252
C 0.70860 -0.04889 5.05664
C 0.11995 0.22209 3.82871
C -0.48577 1.57563 3.60889
H -1.85637 -1.65181 -4.13745
H -1.68010 -1.79267 -2.38358
H -0.35185 -1.19525 -3.37617
H -2.32930 0.40868 -5.19577
H -3.35741 2.64481 -4.99756
H -3.65301 3.64962 -2.76744
H -2.67375 3.75295 -0.41375
H -2.45096 2.20799 0.42160
H -4.04473 2.68072 -0.18992
H -4.06040 -0.25124 -1.07404
H -4.43978 0.26733 0.56929
H -4.16045 -1.42969 0.23144
H -3.50736 -0.50763 2.76065
H -2.07956 -1.24856 3.49843
H -3.03373 -2.13082 2.31000
H 0.96750 -2.73624 1.09290
H -0.33070 -3.53314 1.98018
H 1.34608 -3.90466 2.36002
H 1.69270 -3.21755 4.52763
H 1.73637 -1.48512 6.26782
H 0.71505 0.71600 5.81672
H -0.76933 2.02213 4.55999
H -1.35790 1.53910 2.95973
H 0.25792 2.22474 3.14699
Cl -0.55536 7.90506 -0.29106
C -0.27898 6.21080 -0.22644
C -0.38915 5.55425 1.01614
C -0.19060 4.20642 1.09234
C 0.07538 3.40768 -0.04381
O 0.19235 2.12553 0.08594
C 0.16772 4.08470 -1.32522
C 0.39033 3.41456 -2.51462
O 0.24422 2.08840 -2.60525
C 0.00944 5.50445 -1.35715
H -0.64989 6.11566 1.89719
H -0.28153 3.70919 2.04223
H 0.60655 3.96292 -3.42464
H 0.07930 6.01104 -2.30616
O 2.84565 2.90309 -2.48432
S 2.68281 1.48090 -2.56660
O 3.76562 0.68394 -3.03356
O 2.09416 0.95476 -1.31966
S 1.05073 1.28298 -3.86843
```

- 2S+1 = 1
- HOMO-LUMO gap (alpha / beta) (eV) = 4.76 / 4.76
- energy above the lowest of the compared OMol25 structures with the same formula, charge and spin (kJ/mol) = 364.4
- LUMO (alpha / beta) (eV) = -4.7 / -4.7
- total charge = +1
- E (eV) = -111054.9862

Results of the Löwdin charge analysis, in e, for atoms 1 through 4: Ta 1.915; O -0.257; S 0.670; O -0.291

Q: Which of these has the highest energy above the lowest of the compared OMol25 structures with the same formula, charge and spin?
A: C42H39ClN4O7S3Ta